# 1
C4H5OP in the gas phase in a non-equilibrium geometry, computed with ωB97M-V/def2-TZVPD.

Orbital gap (spin up / spin down) = 7.70 / 6.89 eV
Largest force on an atom = 0.109 Eh/bohr
ΔE to the lowest compared entry with this formula, charge and spin = 2.392 eV
Highest occupied orbital energy (spin up / spin down) = -0.3323 / -0.3080 Eh

Structure (ORCA input):
```
! RIJCOSX wB97M-V def2-TZVPD def2/J DEFGRID3
* xyz 0 1
C 1.048 1.186 -0.063
C 2.324 0.576 -0.006
C -0.165 0.270 0.041
C 0.317 -1.139 -0.146
O 3.482 1.030 -0.075
P 2.195 -1.203 0.103
H 0.843 2.180 -0.164
H -0.516 0.589 0.896
H -0.931 0.470 -0.658
H -0.080 -2.020 0.436
H 0.347 -1.236 -1.197
*
```

Here are the Löwdin charges for atoms 1 to 6, given in e:
1 C 0.03
2 C -0.72
3 C -0.24
4 C -0.41
5 O -0.09
6 P 1.06

---

# 2
2 unconnected molecules or ions with the total composition C4H5P in a non-equilibrium geometry, computed with ωB97M-V/def2-TZVPD.

SMILES string = C=C=P.C#C
Orbital gap = 9.79 eV
Largest force on an atom = 0.051 Eh/bohr
ΔE to the lowest compared entry with this formula, charge and spin = 3.340 eV
Highest occupied orbital energy = -0.3455 Eh

Structure (ORCA input):
```
! RIJCOSX wB97M-V def2-TZVPD def2/J DEFGRID3
* xyz 0 1
C 0.026 -0.993 1.044
C -0.858 -1.121 0.113
P -1.708 -1.105 -1.290
H -0.036 -0.263 1.759
H 0.835 -1.637 1.174
H -2.831 -1.733 -0.934
C 1.664 1.910 -0.234
C 0.625 1.470 -0.661
H 2.706 1.986 -0.190
H -0.423 1.487 -0.781
*
```

Here are the Löwdin charges for atoms 1 to 6, given in e:
1 C -0.08
2 C -0.57
3 P 0.80
4 H 0.04
5 H 0.05
6 H -0.20

---

# 3
C4H5PS2 in the gas phase in a non-equilibrium geometry, computed with ωB97M-V/def2-TZVPD.

Orbital gap (spin up / spin down) = 7.66 / 7.66 eV
Largest force on an atom = 0.079 Eh/bohr
ΔE to the lowest compared entry with this formula, charge and spin = 2.033 eV
Highest occupied orbital energy (spin up / spin down) = -0.3041 / -0.3041 Eh

Structure (ORCA input):
```
! RIJCOSX wB97M-V def2-TZVPD def2/J DEFGRID3
* xyz 0 1
C -0.358 -1.353 -0.332
C -0.450 -0.891 1.040
C 0.277 -1.043 -1.434
C -0.138 0.255 1.667
P -0.182 2.005 -0.848
S 1.430 1.182 -1.778
S 0.541 1.762 1.179
H -0.846 -2.269 -0.613
H -0.826 -1.639 1.624
H 0.568 -1.543 -2.294
H -0.337 0.126 2.673
H 0.321 3.408 -0.884
*
```

Here are the Löwdin charges for atoms 1 to 6, given in e:
1 C -0.20
2 C -0.18
3 C -0.03
4 C -0.54
5 P 0.15
6 S 0.17

---

# 4
C4H6 in the gas phase in a non-equilibrium geometry, computed with ωB97M-V/def2-TZVPD.

SMILES string = C1[C@H]2C[C@@H]12
Orbital gap = 10.81 eV
Largest force on an atom = 0.197 Eh/bohr
ΔE to the lowest compared entry with this formula, charge and spin = 3.418 eV
Highest occupied orbital energy = -0.3470 Eh

Structure (ORCA input):
```
! RIJCOSX wB97M-V def2-TZVPD def2/J DEFGRID3
* xyz 0 1
C -1.199 -0.177 0.232
C 0.107 -0.120 -0.752
C 1.231 -0.369 0.281
C 0.077 0.669 0.460
H -2.116 0.124 -0.096
H -1.261 -1.158 0.390
H 0.010 0.467 -1.636
H 1.350 -1.279 0.489
H 2.042 0.191 -0.055
H -0.241 1.653 0.687
*
```

Here are the Löwdin charges for atoms 1 to 6, given in e:
1 C -0.03
2 C -0.18
3 C 0.01
4 C -0.19
5 H 0.05
6 H 0.03

---

# 5
C4H6 in the gas phase in a non-equilibrium geometry, computed with ωB97M-V/def2-TZVPD.

Orbital gap (spin up / spin down) = 7.05 / 7.97 eV
Largest force on an atom = 0.223 Eh/bohr
ΔE to the lowest compared entry with this formula, charge and spin = 2.822 eV
Highest occupied orbital energy (spin up / spin down) = -0.2105 / -0.3945 Eh

Structure (ORCA input):
```
! RIJCOSX wB97M-V def2-TZVPD def2/J DEFGRID3
* xyz 0 3
C 2.542 -0.090 -0.092
C 1.387 -0.224 0.228
C -1.462 -0.478 -0.031
C -0.310 0.592 0.092
H 3.513 -0.174 -0.316
H -1.463 -1.096 0.935
H -1.194 -1.163 -0.846
H -2.359 0.227 -0.199
H -0.502 1.058 1.042
H -0.154 1.348 -0.813
*
```

Here are the Löwdin charges for atoms 1 to 6, given in e:
1 C 0.08
2 C -0.03
3 C -0.17
4 C -0.23
5 H -0.01
6 H 0.08

---

# 6
A molecular structure, C4H6AgO in a non-equilibrium geometry, computed with ωB97M-V/def2-TZVPD.

Orbital gap (spin up / spin down) = 9.61 / 6.43 eV
Largest force on an atom = 0.125 Eh/bohr
ΔE to the lowest compared entry with this formula, charge and spin = 0.000 eV
Highest occupied orbital energy (spin up / spin down) = -0.7324 / -0.7312 Eh

Structure (ORCA input):
```
! RIJCOSX wB97M-V def2-TZVPD def2/J DEFGRID3
* xyz 2 2
C -1.345 1.012 0.046
C -1.145 -0.378 0.486
C 0.006 -1.074 0.213
C 1.095 -0.407 -0.438
O 2.182 -0.177 0.159
Ag 3.948 0.530 -0.098
H -1.352 1.680 0.919
H -2.302 1.107 -0.487
H -2.053 -0.969 0.628
H 0.187 -2.051 0.664
H 1.111 -0.545 -1.536
H -0.332 1.273 -0.555
*
```

Here are the Löwdin charges for atoms 1 to 6, given in e:
1 C 0.04
2 C 0.08
3 C 0.14
4 C -0.13
5 O -0.09
6 Ag 0.98

---

# 7
A molecular structure, C4H6BiMgO5 in a non-equilibrium geometry, computed with ωB97M-V/def2-TZVPD.

Orbital gap (spin up / spin down) = 5.12 / 5.74 eV
Largest force on an atom = 0.049 Eh/bohr
Highest occupied orbital energy (spin up / spin down) = -0.2176 / -0.2409 Eh

Structure (ORCA input):
```
! RIJCOSX wB97M-V def2-TZVPD def2/J DEFGRID3
* xyz 0 2
O 2.529 0.128 1.172
C 2.726 1.473 0.881
C 1.697 1.995 -0.120
O 0.431 1.544 0.368
C -0.729 1.719 -0.417
Mg 0.696 -0.382 1.099
H 3.726 1.668 0.448
H 2.651 2.093 1.798
H 1.863 1.561 -1.120
H 1.685 3.093 -0.186
H -0.624 1.254 -1.408
H -1.031 2.774 -0.413
O -1.727 0.678 0.407
C -1.838 -0.643 -0.009
O -0.765 -1.398 0.331
O -2.306 -0.896 -1.188
Bi -0.785 -2.294 -1.718
*
```

Here are the Löwdin charges for atoms 1 to 6, given in e:
1 O -0.33
2 C -0.35
3 C -0.17
4 O -0.24
5 C -0.04
6 Mg 0.95

---

# 8
C4H6Br2 in the gas phase in a non-equilibrium geometry, computed with ωB97M-V/def2-TZVPD.

Orbital gap = 8.45 eV
Largest force on an atom = 0.058 Eh/bohr
ΔE to the lowest compared entry with this formula, charge and spin = 1.168 eV
Highest occupied orbital energy = -0.2843 Eh

Structure (ORCA input):
```
! RIJCOSX wB97M-V def2-TZVPD def2/J DEFGRID3
* xyz 0 1
C -0.032 -0.155 1.256
C -0.830 1.030 0.810
C 0.707 -0.084 -0.041
C 0.272 -0.774 -1.282
Br -2.382 0.863 -0.224
Br 2.250 1.013 -0.155
H 0.565 0.032 2.148
H -0.609 -1.071 1.374
H -0.453 2.029 0.930
H 1.149 -1.173 -1.792
H -0.238 -0.119 -1.991
H -0.400 -1.591 -1.033
*
```

Here are the Löwdin charges for atoms 1 to 6, given in e:
1 C -0.34
2 C -0.60
3 C -0.75
4 C -0.18
5 Br 0.70
6 Br 0.72

---

The highest largest force on an atom belongs to which entry? number 5

---

Which formula does entry 5 have? C4H6

---

The lowest largest force on an atom belongs to which entry? C4H6BiMgO5

---

The lowest largest force on an atom belongs to which entry? C4H6BiMgO5